Below is 3 unconnected molecules or ions with the total composition C5H13N2O in a non-equilibrium geometry, with properties calculated with ωB97M-V/def2-TZVPD.

The geometry in XYZ format:
```
21
C5H13N2O ωB97M-V/def2-TZVPD
O 1.839 1.197 0.940
N 1.309 -0.694 -0.644
N -2.720 -0.059 1.169
C -1.548 0.608 0.674
C 1.504 0.292 0.133
C -3.148 -1.252 0.490
C 4.282 -1.248 -1.187
C -1.734 2.144 0.539
H 0.339 0.269 -0.475
H -0.624 0.497 1.266
H 4.795 -1.848 -2.008
H 4.915 -1.262 -0.258
H -2.304 2.385 -0.452
H -3.768 -1.862 1.170
H 4.104 -0.201 -1.502
H -2.337 -2.000 0.319
H 3.314 -1.555 -0.973
H -2.364 2.559 1.315
H -3.686 -1.118 -0.472
H -0.814 2.755 0.385
H -1.352 0.394 -0.429
```

Computed properties:
E_HOMO (spin up / spin down) = -19.451 / -19.363 eV
relative energy (zero: lowest compared OMol25 entry of this formula, charge and spin) = 11.7599 eV
lowest unoccupied orbital energy (spin up / spin down) = -12.81 / -14.88 eV
2S+1 = 2
orbital gap (spin up / spin down) = 6.65 / 4.48 eV
charge = +2